No. 1
A cluster of 2 separate species, C25H24NO2 in total, computed with ωB97M-V/def2-TZVPD.

Structure (XYZ):
```
52
Properties=species:S:1:pos:R:3:forces:R:3
C -4.143662 3.710841 0.589915 -0.16 0.56 0.00
C -4.859061 2.396029 0.581426 0.15 -0.11 0.01
C -6.252786 2.352269 0.568166 0.00 -0.34 0.00
C -6.926607 1.129308 0.559602 0.16 0.01 0.00
C -6.202482 -0.064427 0.564910 0.00 0.33 0.00
C -4.808135 -0.049958 0.578977 0.15 0.13 0.01
C -4.037806 -1.333495 0.585040 -0.14 -0.58 0.00
C -4.145014 1.187402 0.587637 -0.86 -0.01 0.00
N -2.750141 1.214958 0.596875 3.09 0.02 -0.10
C -1.557379 1.226260 0.576382 -3.04 -0.02 0.06
H -3.060528 3.602429 0.587141 -0.10 0.02 0.00
H -4.434922 4.309618 -0.283563 0.10 -0.15 0.15
H -4.430906 4.296991 1.473297 0.10 -0.15 -0.15
H -6.806753 3.292027 0.564768 0.12 -0.27 0.00
H -8.018711 1.106587 0.548882 0.37 0.01 0.00
H -6.716595 -1.026522 0.558465 0.11 0.27 0.00
H -2.959867 -1.180434 0.589364 -0.11 -0.02 0.00
H -4.305702 -1.935720 1.463669 0.09 0.15 -0.15
H -4.298503 -1.939427 -0.293173 0.09 0.15 0.15
C 3.672585 -1.674614 -6.174117 -0.05 0.23 0.08
O 2.899982 -0.517046 -5.768784 0.18 0.03 1.38
C 2.823098 -0.232000 -4.445609 -0.18 -0.43 -0.42
C 1.914495 0.787268 -4.053695 0.31 -0.28 -0.32
C 1.694402 1.027708 -2.723563 0.09 -0.08 0.30
C 2.342747 0.260343 -1.700509 0.23 0.14 -0.41
C 1.966342 0.462083 -0.352488 0.32 -0.34 -0.04
C 2.276234 -0.344051 0.767384 -0.29 -0.21 0.18
C 2.047374 0.220286 2.059634 0.01 -0.22 0.46
C 2.411060 -0.474091 3.190661 0.19 -0.48 -0.53
C 3.003490 -1.758285 3.076279 0.21 0.31 0.57
O 3.386302 -2.299560 4.262967 -0.79 1.17 -1.07
C 3.057519 -1.307242 5.314111 0.35 -0.17 0.31
C 2.311419 -0.143518 4.644357 -0.31 0.17 0.41
C 3.161380 -2.379752 1.826627 0.01 -0.10 0.36
C 2.756306 -1.696463 0.704090 0.15 0.41 -0.08
C 3.354163 -0.651963 -2.124542 -0.19 -0.12 -0.15
C 3.571314 -0.921242 -3.460081 -0.10 0.02 -0.15
H 3.558949 -1.680524 -7.255657 0.13 -0.16 0.11
H 4.732567 -1.569126 -5.897424 -0.35 0.07 -0.16
H 3.267567 -2.600168 -5.735934 0.02 0.38 -0.13
H 1.397082 1.331466 -4.839772 0.07 -0.06 0.21
H 0.993122 1.805055 -2.419594 0.07 -0.24 -0.10
H 1.370358 1.354495 -0.143609 0.07 -0.23 -0.05
H 1.579744 1.202539 2.157048 0.18 -0.23 -0.15
H 2.457612 -1.817893 6.078008 0.25 0.06 -0.33
H 4.002785 -0.970166 5.763674 -0.24 -0.32 -0.22
H 2.765447 0.821884 4.890262 -0.08 -0.18 -0.05
H 1.268034 -0.122106 4.987191 0.21 0.09 -0.19
H 3.591484 -3.374211 1.789932 -0.18 0.05 -0.14
H 2.798439 -2.195637 -0.260196 -0.06 0.05 0.31
H 3.983437 -1.157794 -1.395861 -0.14 0.24 -0.19
H 4.298710 -1.680403 -3.758565 -0.21 0.42 0.21
```
Positions in Å, forces in eV/Å.

The max |F| comes out at 3.09 eV/A. The energy relative to the best compared isomer or geometry (same formula, charge and spin) is 23.2 kcal per mole. As for the total charge: +1. Its orbital gap is 6.2 eV. Its spin multiplicity is 1. As for the LUMO energy: -4.85 eV.



No. 2
A structure of composition C25H25BCl2IrN10, computed with ωB97M-V/def2-TZVPD.

Structure (XYZ):
```
64
Properties=species:S:1:pos:R:3:forces:R:3
Ir -0.838030 0.612663 -0.847776 1.44 -1.42 -1.30
C -2.801738 -3.103453 -1.603194 0.02 -0.02 0.02
C -2.520890 -1.795748 -1.970657 -0.01 -0.02 -0.06
N -1.704044 -1.237331 -1.075221 0.04 0.25 0.13
N -1.452286 -2.161683 -0.127404 -0.29 0.00 0.07
C -2.105021 -3.294050 -0.424194 0.04 -0.02 -0.06
B -0.565563 -1.847264 1.111821 0.17 0.10 -0.07
N -1.157329 -0.546628 1.775659 -0.03 0.22 -0.15
C -1.490881 -0.273204 3.041582 -0.09 0.06 0.18
C -2.026756 1.005984 3.110399 0.06 -0.15 0.17
C -1.976160 1.486574 1.815296 0.06 -0.34 -0.19
N -1.443277 0.542404 1.025557 -0.41 0.43 0.14
N 0.818586 -1.454281 0.542105 0.00 0.27 0.20
C 2.063012 -1.935669 0.639025 0.15 -0.13 -0.08
C 2.901018 -1.154697 -0.143005 0.06 -0.13 0.13
C 2.086883 -0.178039 -0.682703 -0.27 -0.11 0.01
N 0.828647 -0.367240 -0.264283 0.31 -0.05 0.47
N -0.565902 -2.989338 2.062608 -0.03 -0.03 0.02
C -1.601645 -3.452394 2.827151 -0.01 -0.01 -0.02
C -1.251110 -4.682341 3.304354 0.00 -0.01 0.00
C 0.030473 -4.917962 2.760216 -0.01 -0.01 0.01
N 0.431454 -3.915181 2.008646 -0.02 0.01 0.03
H -3.418174 -3.813453 -2.124632 -0.01 0.00 0.01
H -2.851550 -1.258608 -2.842142 0.12 -0.09 -0.01
H -2.023674 -4.157174 0.216343 -0.01 0.00 0.00
H -1.331514 -1.005057 3.815795 -0.02 0.02 0.00
H -2.408662 1.508452 3.981348 0.01 -0.01 0.01
H -2.301201 2.428777 1.405370 0.02 0.00 0.00
H 2.247309 -2.813445 1.234816 0.01 0.04 -0.03
H 3.960103 -1.276830 -0.282877 0.01 0.00 0.01
H 2.327788 0.639807 -1.339179 0.03 0.07 0.03
H -2.511064 -2.887791 2.957856 0.01 0.01 0.00
H -1.825415 -5.322528 3.950561 0.00 0.00 0.00
H 0.667932 -5.777434 2.892489 0.00 0.00 0.00
C 0.755474 3.086724 0.558067 0.04 0.11 0.11
N -0.100602 2.555107 -0.539024 0.10 -0.05 0.03
C -0.655240 3.441740 -1.289035 0.24 -0.02 0.35
C -1.718034 3.025402 -2.133621 0.59 -1.33 0.87
C -2.463181 3.640458 -3.038033 -1.66 0.32 -1.59
C -3.376230 2.638325 -3.506186 -0.31 1.90 -0.94
C -3.121494 1.441406 -2.824715 0.61 -0.46 0.85
N -2.142101 1.641725 -1.986591 -0.45 0.48 0.72
C 2.176758 2.612617 0.669021 -0.03 -0.08 -0.08
C 2.566500 1.857479 1.767538 -0.01 -0.01 0.04
C 3.897385 1.500649 1.935463 -0.03 0.00 0.00
C 4.841770 1.895031 0.999557 0.00 -0.01 -0.02
C 4.458081 2.654968 -0.099494 -0.01 0.01 -0.01
C 3.130732 3.023675 -0.256980 0.00 -0.04 -0.05
H 0.237779 2.863405 1.493835 -0.07 -0.09 -0.10
H 0.750925 4.172203 0.445842 -0.01 0.03 0.04
H -0.368969 4.485570 -1.219570 -0.07 0.06 -0.06
H -2.396068 4.672481 -3.336409 -0.09 0.00 -0.16
H -4.151948 2.772786 -4.244340 0.01 0.06 -0.03
H -3.628544 0.499699 -2.924721 -0.13 0.02 0.04
H 1.829908 1.565888 2.509655 0.01 -0.02 -0.02
H 4.198987 0.927065 2.801865 -0.01 0.00 0.00
H 5.882140 1.631056 1.136018 -0.01 0.00 -0.01
H 5.199399 2.985706 -0.814670 0.00 0.00 0.00
H 2.842279 3.649691 -1.095129 0.01 0.01 -0.01
Cl 0.687649 -2.598071 -2.710467 0.06 0.05 -0.09
C 1.162593 -1.195562 -3.630792 0.08 -0.26 0.08
Cl 0.076169 0.236537 -3.371778 -0.22 0.34 0.33
H 1.072749 -1.403255 -4.691483 0.00 0.06 0.00
H 2.163812 -0.886343 -3.355554 -0.03 0.03 0.03
```
Positions in Å, forces in eV/Å.

The max |F| comes out at 2.40 eV/A. The energy relative to the best compared isomer or geometry (same formula, charge and spin) is 20.8 kcal per mole. As for the total charge: +2. Its orbital gap (alpha / beta) is 7.5 / 4.8 eV. The expectation value of S² is 0.78. Its spin multiplicity is 2. As for the LUMO energy (alpha / beta): -6.60 / -9.28 eV.



No. 3
A structure of composition C25H25BF5N10O3S3TeTi, computed with ωB97M-V/def2-TZVPD.

Structure (XYZ):
```
74
Properties=species:S:1:pos:R:3:forces:R:3
Ti 0.692412 0.974968 0.227676 0.39 0.22 0.09
N -6.884339 -1.243074 1.945570 0.00 0.00 -0.01
C -5.922164 -0.308032 1.553424 -0.02 0.01 -0.01
C -4.655555 -0.326085 2.135770 0.01 -0.01 0.00
C -3.704416 0.592904 1.748293 0.01 0.01 0.01
C -4.001744 1.539759 0.776807 0.00 0.00 -0.01
C -5.259966 1.575546 0.198664 0.02 0.01 -0.02
C -6.221778 0.664158 0.597148 0.00 -0.02 0.01
S -2.731491 2.615562 0.198196 0.02 0.10 0.06
O -3.223402 3.316429 -0.955846 -0.03 -0.01 -0.01
O -2.256060 3.415832 1.307411 0.01 -0.07 0.00
N -1.499113 1.623218 -0.168494 -0.01 -0.14 -0.07
C -1.695813 0.584701 -1.020166 0.02 0.01 0.01
N -0.564861 -0.161160 -1.096671 -0.03 0.03 0.17
C -0.558627 -1.278947 -1.817859 0.03 0.02 0.01
C -1.693299 -1.662351 -2.497920 0.00 -0.02 -0.02
C -2.794914 -0.822034 -2.389539 0.00 0.00 0.02
N -2.816812 0.299951 -1.681643 -0.02 -0.02 -0.01
H -6.486631 -2.093562 2.315110 0.00 0.01 0.00
H -7.574589 -1.441947 1.238386 0.00 0.00 0.00
H -4.384706 -1.094381 2.848938 0.00 0.00 0.00
H -2.715806 0.534578 2.183553 0.00 -0.02 -0.02
H -5.461741 2.294594 -0.583455 0.00 0.00 0.00
H -7.205339 0.680488 0.140832 0.00 0.00 0.00
H 0.361436 -1.849676 -1.819487 -0.01 -0.01 0.00
H -1.729198 -2.584651 -3.055407 0.00 0.00 0.00
H -3.719078 -1.067036 -2.903364 0.00 0.00 -0.01
S 3.274141 -1.386090 -1.727768 0.06 0.00 0.05
C 4.117762 -2.828193 -2.280885 -0.03 0.02 -0.05
C 4.799524 -3.217571 -3.418709 0.00 0.01 0.00
C 5.327808 -4.504265 -3.427536 0.00 -0.01 0.01
C 5.171098 -5.359404 -2.336412 0.00 0.00 0.00
C 4.482030 -4.961578 -1.195736 0.00 0.01 0.01
C 3.961754 -3.679866 -1.191005 0.00 -0.03 0.01
S 3.036896 -2.680966 -0.078838 0.00 0.02 -0.03
H 4.919342 -2.555617 -4.266840 0.00 0.00 0.00
H 5.869336 -4.850689 -4.298679 0.00 0.00 0.00
H 5.593146 -6.355465 -2.379921 0.00 0.00 0.00
H 4.357803 -5.628950 -0.353039 0.00 0.00 0.00
B 3.709587 2.352838 -0.426364 -0.01 0.03 -0.03
N 2.795475 3.289877 0.415350 0.01 -0.02 0.01
C 2.991279 4.551614 0.798701 -0.01 0.00 0.02
C 1.842567 5.014736 1.421989 0.01 0.01 -0.01
C 0.961423 3.940568 1.363962 -0.01 -0.03 0.01
N 1.553166 2.902774 0.764698 -0.07 -0.08 -0.03
N 2.887892 2.058696 -1.726599 0.01 -0.02 0.04
C 3.248193 2.253478 -2.995121 -0.01 0.02 0.00
C 2.195401 1.893265 -3.821633 0.00 -0.01 -0.01
C 1.201422 1.477232 -2.943156 0.01 0.03 0.02
N 1.630328 1.575364 -1.681689 -0.09 0.01 0.04
H 3.922768 1.333180 0.169793 -0.01 0.00 0.00
H 4.700982 2.964444 -0.739328 0.00 -0.01 -0.01
H 3.932774 5.033243 0.596186 0.00 0.00 0.00
H 1.665175 5.987429 1.844912 0.00 0.01 -0.01
H -0.066071 3.872871 1.684623 0.02 0.00 -0.01
H 4.226153 2.644222 -3.219465 0.00 -0.01 -0.01
H 2.150780 1.936013 -4.895387 0.00 0.00 0.00
H 0.208218 1.122764 -3.159186 0.00 0.00 0.00
N 0.745688 -0.130766 3.085447 0.04 0.00 0.10
C 0.297644 -0.174993 4.339472 0.00 0.03 -0.03
C -0.584371 0.876145 4.494573 0.01 0.02 -0.01
C -0.628461 1.493643 3.244137 0.06 0.03 0.05
N 0.185914 0.872967 2.389718 -0.19 -0.04 -0.25
H 1.329613 -0.800831 2.600195 0.02 0.01 -0.04
H 0.607034 -0.961983 5.004465 0.00 0.00 0.00
H -1.144028 1.137277 5.374320 0.00 0.00 0.00
H -1.218695 2.331616 2.909696 0.00 0.01 -0.01
F -2.778734 -2.448566 0.598657 -0.01 -0.02 0.00
Te -1.049314 -2.477798 1.520094 -0.06 0.00 -0.08
F -0.379328 -3.573561 0.038907 0.01 -0.02 0.05
F -1.973007 -1.833383 3.147205 0.01 -0.01 0.02
F -1.648910 -4.126537 2.154484 -0.02 -0.05 0.00
F 0.548675 -2.941513 2.617485 -0.01 0.01 -0.02
O 1.729734 -0.217412 0.558268 -0.12 -0.02 -0.03
```
Positions in Å, forces in eV/Å.

The max |F| comes out at 0.46 eV/A. The energy relative to the best compared isomer or geometry (same formula, charge and spin) is 0.0 kcal per mole. As for the total charge: -1. Its orbital gap is 7.9 eV. Its spin multiplicity is 1. As for the LUMO energy: 1.94 eV.



No. 4
A structure of composition C25H25Br33O4, computed with ωB97M-V/def2-TZVPD.

Structure (XYZ):
```
87
Properties=species:S:1:pos:R:3:forces:R:3
C -1.498088 1.513661 4.349349 -0.05 -0.14 -0.29
C -2.765489 1.506497 3.478895 0.48 0.17 1.01
O -3.453371 0.278923 3.706408 -0.04 0.18 -0.49
C -3.960351 -0.371654 2.573096 -0.18 -0.27 -0.02
C -3.541731 -1.848356 2.586926 0.31 0.24 0.50
O -2.272323 -2.059550 3.228357 -0.01 -0.42 -0.16
C -1.222149 -2.156563 2.371865 0.02 0.39 -0.22
C -0.484266 -3.331214 2.292606 0.11 -0.15 0.22
C 0.603167 -3.431830 1.443012 0.04 -0.13 0.01
C 0.981502 -2.353008 0.656715 -0.33 0.24 0.08
C 0.219962 -1.189306 0.722818 0.17 0.04 -0.04
C -0.869301 -1.081017 1.566367 0.12 0.00 -0.12
C 0.579818 -0.030871 -0.133224 -0.32 0.08 0.00
O -0.221291 0.841364 -0.377521 -0.03 0.35 0.00
C 1.946384 0.005887 -0.699730 -0.26 -0.56 -0.10
C 2.662342 -1.117470 -0.780275 -0.05 0.35 0.14
C 2.156806 -2.414982 -0.237237 -0.21 0.15 0.44
O 2.694729 -3.470230 -0.473615 0.48 -0.24 0.38
H -1.409426 0.550024 4.844524 -0.05 -0.04 0.07
H -0.592920 1.650649 3.758401 0.06 0.09 -0.03
H -1.532300 2.292776 5.107131 0.03 0.03 0.06
H -2.498073 1.659491 2.433533 -0.23 -0.16 -0.19
H -3.390081 2.336749 3.814396 -0.07 -0.31 -0.40
H -3.663892 0.100290 1.634367 0.21 0.20 0.07
H -5.054662 -0.355817 2.595597 -0.10 0.04 -0.08
H -3.475565 -2.245508 1.575706 -0.31 -0.08 -0.10
H -4.251274 -2.413174 3.184009 -0.04 -0.16 -0.03
H -0.753072 -4.165953 2.922579 -0.10 -0.05 0.05
H 1.161086 -4.355131 1.390245 0.10 -0.06 -0.03
H -1.399551 -0.141983 1.585096 -0.14 0.01 0.08
H 2.291252 0.969060 -1.039481 0.05 0.03 -0.24
H 3.654060 -1.076997 -1.203916 0.15 -0.22 0.02
C 1.321576 2.192652 7.418311 0.07 -0.04 -0.04
Br 2.970711 2.372392 8.393173 -0.01 0.00 -0.01
Br 1.055689 3.666796 6.213170 -0.21 0.14 0.26
Br 1.224631 0.505087 6.500136 0.07 0.01 0.02
H 0.517725 2.216975 8.138699 -0.02 -0.01 0.01
C 4.300208 1.873374 2.892113 -0.02 -0.04 0.06
Br 5.901000 2.571337 2.085048 -0.04 -0.01 0.00
Br 3.135648 3.263620 3.523479 0.17 -0.13 -0.19
Br 3.381599 0.669999 1.688166 0.34 0.28 0.42
H 4.601825 1.301655 3.758043 0.01 -0.03 -0.01
C 3.624430 -4.065693 -4.473106 0.02 -0.14 0.06
Br 3.105318 -2.745043 -3.178261 0.08 -0.09 -1.09
Br 2.996808 -3.679018 -6.255604 -0.02 0.04 0.09
Br 5.517928 -4.341388 -4.385579 -0.05 -0.13 -0.42
H 3.158784 -4.994164 -4.170084 -0.07 -0.01 -0.05
C -6.407202 4.140436 3.170603 -0.07 0.00 0.02
Br -4.715387 4.469210 4.021246 -0.19 0.33 0.04
Br -6.831603 5.517776 1.896209 0.08 0.01 0.00
Br -6.473743 2.391881 2.374284 0.02 0.01 -0.01
H -7.163477 4.170511 3.940792 -0.01 -0.01 0.01
C -8.534117 8.748435 0.372654 -0.04 -0.01 -0.05
Br -9.061933 9.818850 1.880299 0.04 -0.03 0.06
Br -9.488007 9.250035 -1.218650 0.02 0.01 0.02
Br -6.628820 8.793966 0.108812 -0.04 0.01 -0.01
H -8.803040 7.726679 0.598366 -0.01 -0.01 0.01
C 3.439640 -2.454740 -9.890585 0.01 0.00 0.07
Br 5.097020 -1.978703 -10.741252 -0.05 0.02 -0.06
Br 2.336886 -0.912445 -9.567002 0.02 -0.03 -0.05
Br 2.495985 -3.806757 -10.881585 0.00 0.05 -0.04
H 3.687603 -2.878588 -8.928218 0.03 0.00 0.01
C -12.146788 12.276251 1.671319 0.02 -0.03 -0.02
Br -10.736875 13.132257 0.685413 -0.03 0.05 -0.02
Br -13.431488 13.548675 2.327246 0.01 -0.01 -0.01
Br -12.984075 10.884772 0.640949 0.00 0.01 0.01
H -11.694977 11.805927 2.532331 0.00 -0.01 0.01
C 2.502067 -0.994367 -14.164681 0.02 -0.02 0.06
Br 4.159386 -0.519181 -15.016806 -0.02 -0.01 0.01
Br 1.402581 0.550185 -13.844194 0.01 -0.02 0.00
Br 1.557023 -2.344656 -15.155855 0.01 0.01 0.02
H 2.747862 -1.418560 -13.200421 0.01 -0.01 0.01
C 8.901940 -3.869798 -1.673569 -0.02 -0.01 0.04
Br 9.219119 -5.171561 -0.294024 -0.01 0.00 -0.02
Br 9.306726 -4.572590 -3.420682 -0.01 -0.01 0.01
Br 7.109129 -3.186099 -1.600528 0.12 0.12 0.32
H 9.573131 -3.042761 -1.496500 0.02 0.01 -0.01
C 3.365183 -6.389236 -0.987249 0.09 0.11 -0.08
Br 1.604397 -6.293813 -1.760703 0.00 -0.05 -0.02
Br 3.313887 -6.888064 0.866810 -0.09 -0.06 -0.14
Br 4.517174 -7.544416 -2.014032 -0.04 0.02 0.05
H 3.783371 -5.392297 -1.035633 -0.07 -0.01 0.01
C 5.516249 -6.520890 4.569955 0.02 0.03 -0.01
Br 5.640504 -5.209393 3.171154 0.05 0.03 0.08
Br 5.479126 -5.702774 6.309973 -0.02 -0.01 -0.01
Br 4.018036 -7.706709 4.316560 0.01 0.04 0.02
H 6.409257 -7.125808 4.520637 0.01 -0.02 0.00
```
Positions in Å, forces in eV/Å.

The max |F| comes out at 1.13 eV/A. Its orbital gap is 8.1 eV. Its spin multiplicity is 1. As for the LUMO energy: -1.44 eV.